(1)
Here is a molecular structure, C10H30FO5S5Sn at a distorted geometry from the Open Molecules 2025 dataset. Energies are from ωB97M-V/def2-TZVPD.

The geometry in XYZ format:
```
52
Properties=species:S:1:pos:R:3:forces:R:3:lowdin_charge:R:1
S -2.7703 0.3534 1.6147 -1.2 -0.5 2.2 0.902
H 1.9545 -1.7669 -3.3798 -0.3 -0.5 0.0 0.052
H -1.5161 0.8982 3.8244 -1.2 0.3 -0.2 0.080
H 1.4687 -0.4213 0.5645 0.2 -1.6 -0.2 -0.069
H -1.2897 -1.0887 0.4156 -0.3 0.4 -0.1 0.000
H 0.7776 0.4642 1.6894 1.0 0.8 0.2 -0.032
H 0.9722 -1.3420 4.4287 0.7 0.3 -0.1 0.089
H 3.5248 2.6534 2.9624 0.1 0.5 0.0 0.055
H -2.8479 -0.7301 -1.6276 -0.2 0.4 -1.2 0.046
H -0.3486 -2.6953 -2.1634 -0.6 0.0 -0.4 0.090
H -1.5043 0.1580 -1.1242 -0.3 1.3 -0.6 -0.019
C -2.4847 0.2965 -1.5798 -0.6 -0.4 -0.4 -0.339
H 3.7040 3.4577 1.2924 -0.5 -0.3 0.1 0.071
O 2.7979 -3.0918 2.5281 -0.6 1.9 0.2 -0.530
H 0.7286 -1.6990 -1.3585 0.5 0.8 -1.0 0.016
C -0.1837 -1.6388 -1.9519 -0.3 -0.5 -0.3 -0.227
H 1.8558 -1.0822 -4.9542 -0.7 0.3 -0.2 0.068
H 1.1117 2.1384 1.3909 0.2 0.3 0.2 0.069
H 0.8456 -2.5239 -4.6773 0.5 -0.3 0.3 0.065
O -4.1044 0.1187 2.3066 1.9 0.2 -1.0 -0.535
H 0.4291 -0.4015 2.9546 1.0 -1.1 1.0 -0.049
H -2.5682 3.1583 -3.9047 0.9 -0.1 -0.2 0.051
S -2.5746 0.8737 -3.2976 -2.9 0.7 0.0 0.812
H 1.5026 1.4953 3.0307 -0.1 0.0 0.0 0.092
F 0.0935 0.3266 -0.0816 0.5 2.5 -2.2 -0.556
H -0.5194 0.7474 2.5110 -0.9 -0.3 -0.3 -0.018
H -3.6213 2.9768 -2.7038 0.1 -0.4 1.2 0.068
H 0.6589 -1.9597 0.6367 0.0 -0.2 0.5 0.059
S 3.2093 0.9080 1.4439 -0.4 2.8 0.3 0.923
H -1.7696 2.9604 -2.2919 -0.4 0.1 0.1 0.047
C -2.3546 -1.1520 0.6392 0.7 -0.6 1.5 -0.260
O -3.9673 0.5162 -3.8305 2.2 0.5 1.0 -0.513
C 1.6412 -1.4903 0.6899 -0.5 0.3 1.0 -0.276
C 1.4513 1.2758 1.9643 1.4 0.5 -0.3 -0.281
C 0.8462 -1.3293 3.3460 -0.2 -0.8 -0.6 -0.267
H 0.0824 -2.0891 3.1806 0.3 -0.4 -0.4 0.074
H -0.9081 -1.2302 -1.2474 0.3 -0.8 -1.0 -0.022
H 2.1703 -1.8299 -0.2005 1.0 -0.4 0.9 0.072
C 1.2700 -1.6315 -4.2172 -0.5 0.6 0.1 -0.200
H 4.9634 2.3795 1.9574 0.0 0.3 0.1 0.052
S -0.2385 -0.7376 -3.5982 2.2 -1.7 1.0 0.924
H -2.9737 -1.1503 -0.2580 0.1 -0.6 1.4 0.027
C 3.8964 2.6016 1.9390 0.2 -1.9 -0.2 -0.172
O 3.1282 0.8762 -0.0899 -0.1 0.4 -0.9 -0.781
S 2.3566 -1.6383 2.4005 0.7 -3.8 -0.4 0.844
H -2.3760 -2.0957 1.1841 -0.8 0.2 0.4 0.084
C -1.4028 0.2733 2.9386 -1.0 0.3 -0.3 -0.224
H -1.2068 -0.7181 3.3468 -0.8 0.3 -0.6 0.036
C -2.6015 2.6671 -2.9323 -0.4 -0.2 -1.4 -0.224
H -3.1105 0.7657 -0.8206 -0.2 0.7 -0.7 0.047
O 0.2843 0.6827 -3.3324 0.8 0.3 1.0 -0.808
Sn 1.5175 1.5103 -1.5575 -1.3 -0.7 0.9 1.584
```
Positions in Å, forces in eV/Å.

For the energy relative to the best compared isomer or geometry (same formula, charge and spin), the calculation gives 80.2 kcal/mol. The total charge is +1. For the molar mass, the calculation gives 528.389 g/mol. As for the strongest force on any atom: 3.87 eV/Å.

***

(2)
Here is 4 unconnected molecules or ions with the total composition CH12NO3 at a distorted geometry from the Open Molecules 2025 dataset. Energies are from ωB97M-V/def2-TZVPD.

The geometry in XYZ format:
```
17
Properties=species:S:1:pos:R:3:forces:R:3:lowdin_charge:R:1
H 0.2252 -2.2630 0.0074 0.4 0.5 0.5 0.162
O -2.2658 0.0069 0.5015 -0.2 0.6 0.9 -0.055
H -2.8568 0.7609 0.3343 0.1 -0.4 -0.3 0.087
H -0.4194 1.0828 0.9990 0.6 0.3 -0.2 0.022
O 3.6141 3.4683 -0.1648 0.0 -0.5 -0.1 -0.059
H -2.2818 -2.2893 -1.4366 0.1 -0.2 -0.1 0.102
H -1.1841 -3.6847 -1.3625 0.1 -0.2 0.1 0.100
H -2.1505 0.0550 1.4729 -0.1 -0.3 -0.6 0.084
H -2.0782 -3.0850 0.0720 0.6 0.1 0.4 0.103
H -0.7415 -0.9226 -0.3569 0.2 0.2 0.1 0.095
H 4.5429 3.3302 -0.3719 0.0 -0.1 0.0 0.037
O 0.4386 0.6405 1.0066 -0.8 -1.2 0.2 -0.043
H 0.0910 -1.8443 -1.5471 0.1 0.6 -0.1 0.168
N -0.4080 -1.8442 -0.6629 -0.4 -1.6 0.2 0.151
H 1.1199 1.2252 0.7098 0.5 0.9 -0.2 0.038
H 3.5917 4.3430 0.2129 -0.1 0.5 0.2 0.027
C -1.5406 -2.8142 -0.8302 -1.1 0.6 -0.9 -0.021
```
Positions in Å, forces in eV/Å.

For the energy relative to the best compared isomer or geometry (same formula, charge and spin), the calculation gives 24.1 kcal/mol. The total charge is +1. For the molar mass, the calculation gives 86.111 g/mol. As for the strongest force on any atom: 1.64 eV/Å.

***

(3)
Here is a single C5H4OS2 molecule at a distorted geometry from the Open Molecules 2025 dataset. Energies are from ωB97M-V/def2-TZVPD.

The geometry in XYZ format:
```
12
Properties=species:S:1:pos:R:3:forces:R:3:lowdin_charge:R:1
C 0.6518 -1.9165 0.0034 2.5 -0.1 0.3 -0.386
H -0.9739 2.1976 0.2711 1.4 -0.8 -1.0 0.125
H 2.0027 2.4016 0.0288 -4.2 0.4 -0.5 0.222
H -1.4060 -2.4730 -0.2062 1.2 1.0 0.9 0.146
C -1.0394 -0.3489 0.0157 -0.6 1.8 -0.4 -0.824
H 1.1664 -2.8504 0.1004 -0.1 -0.4 -0.3 0.077
O 0.9403 2.6663 -0.0547 5.8 1.5 0.2 0.040
C 0.0474 1.7543 -0.0059 -2.3 0.4 1.6 -0.276
C 0.1510 0.4319 -0.0164 0.8 0.6 -0.1 -0.561
C -0.6274 -1.6691 0.0070 -4.1 -4.0 -0.9 -0.241
S -2.5473 0.3098 -0.0667 -0.6 -0.7 0.1 0.674
S 1.6344 -0.5036 -0.0765 0.1 0.3 0.2 1.003
```
Positions in Å, forces in eV/Å.

For the energy relative to the best compared isomer or geometry (same formula, charge and spin), the calculation gives 24.5 kcal/mol. The SMILES is O/C=C1\SC=CC1=S. For the molar mass, the calculation gives 144.220 g/mol. As for the strongest force on any atom: 6.04 eV/Å.

***

(4)
Here is 2 unconnected molecules or ions with the total composition C12H21N7O5S at a distorted geometry from the Open Molecules 2025 dataset. Energies are from ωB97M-V/def2-TZVPD.

The geometry in XYZ format:
```
46
Properties=species:S:1:pos:R:3:forces:R:3:lowdin_charge:R:1
C -4.1598 -2.1809 -0.8985 0.3 0.7 0.2 -0.546
N 3.0119 -0.8752 1.2759 1.0 -0.6 0.4 0.048
H 4.4484 3.0444 1.6099 0.2 0.0 -0.2 0.114
N -5.1201 1.8261 -1.3014 -0.8 -1.9 -0.1 0.166
N -4.7286 -1.0151 -1.0948 -0.4 -0.1 -0.2 0.084
H -3.0011 -4.6690 -0.6508 0.3 -0.3 0.4 0.006
S -5.0485 -3.6856 -1.1377 -0.8 0.3 0.2 0.904
O -0.6715 -2.8271 0.1295 1.1 1.3 0.5 0.026
H -1.3039 0.8888 -0.1502 -0.2 -0.6 0.2 0.093
H 4.4631 -2.2466 1.9074 -0.1 0.2 -0.1 0.090
O 1.3837 0.3154 0.3763 0.4 0.5 -0.1 0.050
H 4.4322 1.0746 0.0831 0.2 0.0 -0.1 0.134
H 5.1134 -0.8458 1.0425 0.0 0.0 0.1 0.084
H -6.2248 -3.0808 0.9182 0.1 -0.1 -0.2 0.043
N -1.4293 -0.1038 0.0575 -1.1 0.3 -0.8 0.189
H 2.3107 -1.5979 1.3719 0.0 0.2 -0.1 0.152
C -2.5908 -0.7001 -0.3769 2.2 1.8 0.5 -0.207
C -3.9263 1.2988 -0.9011 0.2 2.6 -1.2 -0.506
O 2.6149 2.6455 2.4238 0.1 -0.3 0.3 -0.030
H 5.3115 4.0236 -2.1099 -0.1 -0.1 0.1 0.087
N -3.7645 -0.0809 -0.7863 0.9 -0.1 0.7 0.022
H -1.3437 -5.0239 -0.1772 -0.3 0.3 0.0 0.113
H 4.5279 -0.6770 2.7204 0.2 -0.1 0.0 0.077
C -6.5259 -3.3092 -0.1087 0.0 0.3 0.0 -0.365
H 1.8880 2.3486 -0.5669 0.0 -0.1 0.0 0.146
C 4.3598 -1.1700 1.7613 -0.4 0.2 0.0 -0.059
H -5.0506 2.7615 -1.6852 0.0 -0.4 0.2 0.117
H 4.3173 1.5225 2.4900 -0.1 0.1 0.2 0.112
C -1.8356 -3.0701 -0.1421 1.3 -1.0 -0.2 -0.510
H -0.5900 -0.6939 0.1303 -0.7 0.3 -0.1 0.071
H 5.4101 3.5655 -0.3995 0.2 -0.1 0.1 0.071
N 2.8944 2.3931 -0.4777 -0.5 -1.7 1.6 0.112
H -7.2032 -4.1677 -0.0933 0.3 0.0 -0.2 0.033
N -2.1384 -4.3948 -0.1933 -1.4 -0.2 -0.5 0.143
H 5.4036 2.3078 -1.6684 0.2 -0.1 0.1 0.081
H -5.7492 1.1566 -1.7343 -0.2 0.4 0.1 0.092
O -3.0240 2.1153 -0.7662 0.8 -1.3 0.8 0.053
C 3.7982 2.1913 1.8045 -0.3 0.0 -0.1 -0.200
C 5.0166 3.2795 -1.3708 -0.3 -0.1 0.1 0.007
O 2.8499 3.9445 -2.0564 -0.2 0.1 -0.1 0.044
C 3.4976 1.4572 0.4878 0.1 0.3 -0.2 -0.188
H -7.0626 -2.4468 -0.5158 0.2 -0.2 0.0 0.031
C -2.7913 -2.0343 -0.4579 -2.0 -2.1 -0.3 -0.100
C 2.5605 0.2537 0.7203 -1.2 0.5 -0.7 -0.424
H 2.1667 3.2570 1.8307 0.0 0.0 -0.1 0.094
C 3.5032 3.2251 -1.3198 0.7 1.2 -1.3 -0.553
```
Positions in Å, forces in eV/Å.

The SMILES is CSc1nn(C(N)=O)c(N)c1C(N)=O.CNC(=O)[C@H](CO)NC(C)=O. For the molar mass, the calculation gives 375.411 g/mol. Its total energy is -44289.9987 eV. As for the strongest force on any atom: 2.94 eV/Å.

***

(5)
Here is a molecular structure, C36H45ClF8O29 at a distorted geometry from the Open Molecules 2025 dataset. Energies are from ωB97M-V/def2-TZVPD.

The geometry in XYZ format:
```
119
Properties=species:S:1:pos:R:3:forces:R:3:lowdin_charge:R:1
F -1.7077 -2.3152 -1.9503 -0.3 0.1 0.1 0.053
C -0.3918 -0.1228 -5.5776 0.1 0.3 -1.3 -0.146
O -0.0576 -3.0836 5.0079 -0.5 -0.4 0.0 0.139
H 2.4341 7.1661 -5.8194 0.0 0.1 0.1 0.178
C -3.5239 -3.6009 0.5681 0.4 0.0 -0.3 -0.563
F 1.7689 -6.8740 2.5867 -0.1 0.1 0.1 0.075
H 2.6022 -7.8319 0.4282 0.0 0.2 0.1 0.149
O 1.8284 0.9017 -5.1884 -1.1 0.0 0.5 -0.033
H 1.1997 0.0594 -7.0123 0.2 0.3 0.2 0.122
H 3.0225 2.9433 -0.4495 -0.4 0.0 0.0 0.087
C 1.5528 -7.6646 6.5124 0.2 -0.5 0.3 -0.314
O -0.2085 -5.7510 -1.2110 0.3 -0.5 -1.0 0.168
H 2.1582 3.9687 0.7646 0.0 -1.0 -0.5 0.061
O -0.7764 5.6832 3.4539 -0.3 -0.1 -0.6 0.108
O -5.3470 2.1989 -0.1778 0.2 0.0 -0.4 0.080
H 0.0857 1.2052 -1.9184 0.2 0.0 0.4 0.125
O -3.3366 1.9612 -1.1494 -0.6 -0.4 0.0 0.126
H 1.2088 -0.3002 -3.3151 -0.3 -0.4 0.2 0.090
C 1.4970 -2.1486 -4.3199 -0.5 -1.0 1.3 -0.128
H 0.4249 -3.5334 -5.5549 -0.2 0.3 0.2 0.106
O 1.5706 0.3751 -0.6891 -1.6 -0.3 -0.4 0.034
H 0.2931 -7.5267 8.2736 0.2 -0.2 -0.1 0.148
O 0.9457 5.1031 2.1253 0.5 0.3 0.1 0.172
C 2.4333 -0.2795 -1.4885 -2.1 -2.5 0.4 -0.641
C 1.1855 -1.3631 -3.0169 -0.2 0.6 -1.5 -0.172
C -1.3503 -3.5823 0.0155 0.5 -0.3 -0.2 -0.062
H -0.4959 0.0323 -4.4993 0.1 -0.1 -0.2 0.103
O 0.5533 -6.0194 0.8844 -0.2 -0.5 -0.1 0.136
H 0.0369 -1.7251 -7.0113 0.0 0.1 0.3 0.105
H 2.0415 -6.9994 5.7973 0.1 -0.1 0.0 0.173
H 3.3237 2.1979 -3.5349 0.5 0.2 -0.2 0.082
H -1.0805 -4.5204 3.9389 0.0 0.0 -0.1 0.176
H -1.2752 0.3538 -6.0385 0.2 -0.1 0.3 0.107
C 2.6446 1.9295 -5.5213 0.0 0.7 5.4 -0.563
Cl 0.1977 4.1064 -1.4609 0.3 -0.6 0.5 0.624
F 2.4876 -8.2409 7.3072 0.0 0.0 -0.1 0.079
F -1.0646 -2.7452 3.0200 0.2 0.1 0.0 0.079
O 2.1709 -1.5308 -1.9784 -1.4 -0.1 0.7 0.031
H -2.6177 -2.0175 4.8473 0.2 0.0 -0.1 0.148
C 2.1659 2.9810 0.2420 -0.2 0.8 0.1 -0.095
C 0.3437 -6.4105 -0.4030 0.3 -0.3 0.0 -0.528
H -0.5764 -2.9429 -4.2555 0.3 0.4 -0.1 0.099
H -1.1430 -4.4191 -0.6835 -0.5 1.2 0.5 0.103
H 2.3091 6.4839 3.8606 0.1 -0.2 0.0 0.140
C 1.5394 -8.0491 0.5471 0.2 -0.6 -0.2 -0.043
H -3.0390 3.7603 2.2442 0.2 -0.1 -0.2 0.127
H -2.0816 3.2502 3.6437 0.0 0.2 0.1 0.154
O 0.8530 -8.6826 5.8142 -0.1 0.6 -0.1 0.131
H -1.9096 -1.4701 -0.1372 0.0 0.1 -0.2 0.174
O 2.3395 6.1690 7.0601 0.3 0.1 -0.5 0.134
O 3.0524 2.0645 -6.5873 1.5 0.7 -5.4 0.162
O -1.8738 -3.2725 6.3177 0.2 0.0 -0.4 0.080
O -1.2028 -8.6796 4.9073 -0.7 -0.4 -0.7 0.183
H 0.1785 -1.6343 -2.6880 0.4 0.1 0.3 0.102
O -3.4213 -2.8147 -0.5491 0.4 0.2 0.4 0.131
H -0.4167 -3.2856 0.4897 -0.1 0.0 0.2 0.142
C 2.9173 5.0341 6.5629 -0.3 0.1 -0.4 -0.559
H -6.4227 2.3751 -1.9607 0.0 -0.1 0.2 0.143
O 0.8350 -7.6467 -0.6341 0.0 0.2 0.4 0.095
O -0.9681 3.9338 2.0458 -0.1 0.6 0.5 0.067
C 1.0238 1.5041 -1.4189 -0.7 1.1 -0.1 -0.201
O 3.4493 4.2217 7.2195 0.4 -0.8 0.7 0.194
F -2.7195 5.4766 4.5805 0.0 0.1 -0.1 0.085
H -5.4108 3.7648 -1.5289 0.2 0.0 -0.1 0.147
C 0.5248 6.4315 -6.6130 -0.1 0.0 -0.6 -0.047
H -3.2104 -3.6860 4.7686 0.0 -0.1 0.2 0.146
C 1.3931 7.0098 -5.5292 -0.3 0.4 0.3 -0.305
F 1.0257 7.7662 6.1555 0.1 0.1 0.1 0.073
H 1.7103 1.8503 -2.2078 0.0 -0.3 0.4 0.098
O 2.8023 4.9717 5.2121 -0.1 0.4 0.2 0.084
C -0.1544 4.9191 2.5046 -0.2 -0.3 -0.2 -0.530
O -2.3132 -4.0104 0.9927 -0.1 0.2 -0.3 0.057
H 3.8412 3.4884 -4.6957 0.0 -0.1 0.1 0.104
C -0.4246 -1.6153 -6.0225 -0.7 0.1 1.3 -0.187
H 0.0737 2.4911 0.3088 -0.1 0.2 -0.4 0.086
O -3.5921 1.5464 1.0529 0.3 -0.1 0.4 0.173
H -1.4918 -1.8791 -6.1359 0.4 0.0 -0.2 0.104
C 0.1725 -2.6150 -4.9919 0.8 -0.2 -1.1 -0.187
H 0.6690 -5.9645 7.5229 -0.2 0.0 -0.1 0.133
O 0.1681 -3.2218 7.2385 0.4 -0.1 0.5 0.178
C 0.8183 0.6624 -6.1739 -0.7 -0.9 -0.1 -0.158
H 3.0099 7.6980 5.8562 -0.1 0.1 0.1 0.173
O -0.6780 -7.1739 6.4814 0.4 -0.2 -0.1 0.072
C -2.1587 3.9846 2.8404 -0.5 -0.7 -0.3 -0.047
O 0.7251 5.0266 -6.4392 0.4 0.1 0.2 0.097
H -0.5312 6.6686 -6.4721 0.1 0.1 0.2 0.147
O -4.5408 -3.8737 1.0912 -0.9 -0.2 0.4 0.182
C -0.4241 -8.2256 5.6608 0.2 0.1 0.5 -0.565
H -2.6331 6.1156 2.6832 0.0 0.1 0.1 0.177
C 0.8174 2.7055 -0.4655 1.0 -0.8 0.4 -0.646
H -4.4922 1.0336 -2.5823 0.1 -0.2 -0.2 0.174
H -0.0089 -7.6291 2.0443 0.1 0.1 0.1 0.177
O 1.3261 6.0228 -4.5149 0.3 -0.5 -0.4 0.153
H 2.3158 2.1788 0.9813 -0.1 0.3 -0.2 0.092
F -3.8075 2.8126 -3.1949 0.0 -0.2 0.1 0.076
C -2.1581 5.3937 3.3503 0.0 0.0 0.6 -0.307
H 1.4171 -9.1128 0.7352 -0.2 0.0 -0.2 0.145
C 0.8919 -7.1969 1.6029 0.3 0.3 0.3 -0.303
O 1.2769 3.7836 -4.6616 -9.9 2.7 -2.9 0.147
O 3.4143 0.1979 -1.8150 5.5 3.0 -1.3 0.224
C -0.5223 -3.1922 6.2832 -0.1 0.2 0.1 -0.564
C -5.4732 2.6750 -1.5240 -0.6 0.1 0.1 -0.051
C -1.1412 -3.4541 4.1678 0.2 0.3 -0.3 -0.313
H 2.1366 3.4402 -4.0534 4.2 -1.6 3.0 -0.094
C 0.4684 -7.0163 7.3252 -0.1 0.7 0.4 -0.048
F 0.8768 8.1686 -5.0487 0.1 -0.1 0.0 0.079
C 1.1225 4.8359 -5.1547 -1.2 2.4 -1.1 -0.466
C 2.1504 7.0311 5.9520 -0.5 0.0 0.3 -0.308
C -2.0544 -2.4299 -0.6365 -0.2 -0.2 -0.2 -0.292
H 0.8270 6.7513 -7.6076 0.1 -0.2 0.0 0.143
H 0.9536 5.7334 4.7037 -0.1 0.2 0.3 0.114
H 2.0221 -3.0650 -3.9917 -0.1 0.3 -0.2 0.118
C -4.2973 2.0295 -2.1998 0.6 0.6 -0.1 -0.305
C -2.3429 -3.0655 4.9812 -0.6 -0.1 0.1 -0.046
C 1.9767 6.0707 4.8087 0.3 0.0 -0.5 -0.063
H 0.4829 1.6145 -6.6024 0.2 0.0 0.3 0.123
H 2.1678 -1.6060 -4.9927 -0.2 0.0 0.1 0.116
C 3.0130 2.8594 -4.3610 5.2 -4.5 0.7 0.011
C -4.0480 1.8664 0.0103 0.0 0.2 0.0 -0.555
```
Positions in Å, forces in eV/Å.

For the energy relative to the best compared isomer or geometry (same formula, charge and spin), the calculation gives 28.7 kcal/mol. For the molar mass, the calculation gives 1129.164 g/mol. As for the strongest force on any atom: 10.68 eV/Å.

***

(6)
Here is 2 unconnected molecules or ions with the total composition C3H5NO2 at a distorted geometry from the Open Molecules 2025 dataset. Energies are from ωB97M-V/def2-TZVPD.

The geometry in XYZ format:
```
11
Properties=species:S:1:pos:R:3:forces:R:3:lowdin_charge:R:1
C -0.3995 -0.6907 0.3744 0.0 -0.4 0.2 -0.155
N -2.4802 -0.5768 -1.2111 1.0 0.1 0.7 0.154
O 0.2646 1.8719 -0.1925 0.1 0.4 0.2 -0.052
O 1.9436 -0.2576 0.3545 -0.4 -0.2 -0.5 0.051
C 0.9707 -0.6626 -0.2367 0.4 0.0 0.1 -0.271
H 1.0877 1.4822 0.1341 0.0 0.4 0.0 0.015
H -0.2901 -1.7284 0.7222 -0.8 -0.1 0.4 0.140
C -1.5435 -0.5906 -0.5327 -0.7 -0.2 -0.6 -0.214
H -0.0753 2.3696 0.5593 0.0 0.1 -0.2 0.060
H -0.5113 -0.0183 1.2275 0.2 -0.2 -0.2 0.127
H 1.0333 -1.1987 -1.1989 0.2 0.2 -0.1 0.144
```
Positions in Å, forces in eV/Å.

For the energy relative to the best compared isomer or geometry (same formula, charge and spin), the calculation gives 40.8 kcal/mol. The SMILES is N#CCC=O.O. For the molar mass, the calculation gives 87.078 g/mol. As for the strongest force on any atom: 1.24 eV/Å.